[1]
ORCA calculation (the ωB97M-V functional and the def2-TZVPD basis) on C14H17N4O8SV as an isolated structure.

Geometry as XYZ:
```
45
Properties=species:S:1:pos:R:3
V 0.168 -0.845 0.060
C 3.090 1.749 0.853
C 2.004 1.306 1.762
N 1.020 0.450 1.498
C 0.262 0.353 2.657
C 0.791 1.148 3.621
N 1.877 1.731 3.031
C 0.504 1.520 5.049
O -0.546 0.955 5.628
O 1.256 2.271 5.593
C -0.883 -0.539 2.641
O -1.720 -0.665 3.478
O -0.936 -1.255 1.435
H 2.796 1.589 -0.180
H 4.009 1.198 1.062
H 3.294 2.809 0.996
H 2.468 2.389 3.531
H -1.044 0.386 5.012
O 2.092 -3.151 1.325
C 1.501 -2.322 0.876
O -0.588 -1.824 -1.043
O -1.155 -2.417 -1.963
C -4.060 -0.316 0.278
N -3.613 -0.127 -1.112
C -4.387 -0.404 -2.223
C -3.677 -0.041 -3.314
N -2.478 0.445 -2.845
C -2.443 0.385 -1.507
S -1.163 1.016 -0.495
H -4.975 -0.899 0.250
H -4.251 0.656 0.726
H -3.299 -0.851 0.833
H -5.374 -0.822 -2.129
H -3.917 -0.077 -4.361
H -1.736 0.841 -3.399
C 2.559 0.525 -3.275
C 2.188 -0.533 -2.306
C 2.631 -1.933 -2.504
O 1.499 -0.202 -1.320
H 3.540 0.904 -2.961
H 1.849 1.347 -3.248
H 2.688 0.122 -4.279
H 3.535 -1.983 -3.107
H 1.840 -2.443 -3.067
H 2.786 -2.449 -1.559
```

The charge is +2. The largest force on an atom comes out at 2.13 eV Å⁻¹. The value obtained for the energy above the lowest of the compared OMol25 structures with the same formula, charge and spin is 9.9 kcal per mole. The HOMO energy (spin up / spin down) comes out at -15.55 / -15.55 eV. The value obtained for the LUMO energy (spin up / spin down) is -8.5 / -8.5 eV.

---

[2]
ORCA calculation (the ωB97M-V functional and the def2-TZVPD basis) on C5H9N3 as an isolated structure.

Geometry as XYZ:
```
17
Properties=species:S:1:pos:R:3
C 1.222 -0.091 -0.350
C 0.330 1.216 0.017
C -0.952 1.331 0.156
C -1.972 0.133 -0.077
C 0.660 -1.069 0.585
H 3.202 -0.999 -0.238
H 3.049 0.811 -0.745
H 0.765 -0.555 -1.305
H 0.715 2.206 0.502
H -1.477 2.197 0.353
H -2.172 -0.180 0.864
H -3.123 0.651 -0.325
H -2.047 -1.751 -0.831
H 0.862 -1.214 1.968
N 2.685 -0.080 -0.191
N -1.225 -1.069 -0.811
N -0.523 -1.537 0.428
```

The largest force on an atom comes out at 5.85 eV Å⁻¹. The value obtained for the energy above the lowest of the compared OMol25 structures with the same formula, charge and spin is 153.7 kcal per mole. The HOMO energy comes out at -8.71 eV. The value obtained for the LUMO energy is 0.9 eV.

---

The highest energy above the lowest of the compared OMol25 structures with the same formula, charge and spin belongs to which entry?
C5H9N3

---

What did the second record say?
ORCA calculation (the ωB97M-V functional and the def2-TZVPD basis) on C5H9N3 as an isolated structure.

Geometry as XYZ:
```
17
Properties=species:S:1:pos:R:3
C 1.222 -0.091 -0.350
C 0.330 1.216 0.017
C -0.952 1.331 0.156
C -1.972 0.133 -0.077
C 0.660 -1.069 0.585
H 3.202 -0.999 -0.238
H 3.049 0.811 -0.745
H 0.765 -0.555 -1.305
H 0.715 2.206 0.502
H -1.477 2.197 0.353
H -2.172 -0.180 0.864
H -3.123 0.651 -0.325
H -2.047 -1.751 -0.831
H 0.862 -1.214 1.968
N 2.685 -0.080 -0.191
N -1.225 -1.069 -0.811
N -0.523 -1.537 0.428
```

The largest force on an atom comes out at 5.85 eV Å⁻¹. The value obtained for the energy above the lowest of the compared OMol25 structures with the same formula, charge and spin is 153.7 kcal per mole. The HOMO energy comes out at -8.71 eV. The value obtained for the LUMO energy is 0.9 eV.

---

Number 1 is which compound?
C14H17N4O8SV

---

Which value of energy above the lowest of the compared OMol25 structures with the same formula, charge and spin does entry 1 give?
9.9 kcal per mole